# 1
88
Properties=species:S:1:pos:R:3 method="wB97M-V/def2-TZVPD" total_energy_ev=-53408.1665 homo_ev=-6.81 e_lumo_ha=0.091 charge=-1 relative_energy_ev=2.038
B -0.1644 -0.6690 0.9351
F -1.4193 -0.4548 0.4817
F 0.6079 0.1130 0.0841
F 0.0448 -0.0633 2.2025
F 0.1517 -2.0743 0.8730
C 1.2309 -1.0123 -5.7155
C 1.5277 -0.8281 -4.1962
C 0.2466 -1.1241 -3.2784
O -0.8078 -0.4380 -3.8724
C -2.0466 -0.7754 -3.3394
N 2.7834 -1.4753 -3.8236
H 0.8025 -1.9974 -5.8999
H 2.1314 -0.7753 -6.2821
H 0.4655 -0.3084 -6.0422
H 1.8207 0.2107 -4.0439
H 0.5159 -0.7484 -2.2913
H 0.0704 -2.1930 -3.1584
H -2.2159 -0.4894 -2.3013
H -2.2285 -1.8498 -3.3664
H -2.8337 -0.2338 -3.8639
H 2.8763 -1.4188 -2.8195
H 2.5778 -2.4580 -3.9341
C 2.7522 3.7458 2.2601
C 3.7430 3.8183 1.0531
C 3.8178 2.5156 0.2787
O 4.3699 2.8026 -1.0208
C 3.9970 1.9556 -2.1052
N 3.1790 4.8057 0.1857
H 1.7704 3.3301 2.0333
H 2.4751 4.6636 2.7787
H 3.2184 3.1649 3.0559
H 4.7662 4.0446 1.3530
H 2.8467 2.0430 0.1311
H 4.4637 1.8195 0.8138
H 4.1087 0.8832 -1.9449
H 4.6032 2.1412 -2.9919
H 3.0195 2.2269 -2.5039
H 3.5953 4.7215 -0.7306
H 2.2704 4.3991 0.0149
C -5.9823 1.9608 -1.2247
C -4.9450 2.4052 -0.1136
C -5.7272 2.6135 1.2409
O -4.9719 3.1641 2.2403
C -4.3047 4.3763 2.0491
N -3.8244 1.4969 0.0077
H -6.9896 2.3552 -1.0908
H -6.1248 0.8814 -1.1710
H -5.6676 2.3449 -2.1950
H -4.6189 3.3227 -0.6035
H -6.1641 1.6930 1.6281
H -6.6538 3.1774 1.1335
H -3.8755 4.2783 1.0519
H -3.4882 4.6421 2.7204
H -4.9454 5.2569 2.0965
H -3.2756 1.5204 -0.8399
H -3.2303 1.8978 0.7193
C 1.7937 -2.7140 3.8673
C 2.8121 -2.9914 2.7614
C 2.5725 -4.1718 1.8436
O 2.5238 -5.4371 2.5635
C 2.9406 -6.6052 1.8246
N 2.8582 -1.7912 1.9487
H 2.2083 -2.0392 4.6162
H 1.7125 -3.6527 4.4153
H 0.7937 -2.5198 3.4795
H 3.7706 -3.0892 3.2712
H 3.3690 -4.2412 1.1028
H 1.7201 -4.0921 1.1690
H 3.0181 -7.5844 2.2971
H 3.9767 -6.3050 1.6682
H 2.4215 -6.6850 0.8695
H 2.9305 -0.9826 2.5495
H 1.8702 -1.6922 1.7636
O 3.1690 -1.4232 -1.0413
H 2.2993 -1.0581 -0.8781
H 3.4845 -1.6871 -0.1769
O -4.5769 -1.2252 0.6172
H -4.2241 -0.3408 0.5194
H -5.5237 -1.1173 0.5269
O -2.6680 -3.3301 0.2174
H -1.7917 -3.0944 0.5221
H -3.1370 -2.4971 0.1680
O -2.6236 -1.2861 2.7954
H -1.9339 -0.8533 2.2922
H -3.2640 -1.5598 2.1388
O -1.1174 2.5502 1.3340
H -0.4527 2.4528 0.6522
H -1.2762 1.6584 1.6434

# 2
83
Properties=species:S:1:pos:R:3 method="wB97M-V/def2-TZVPD" total_energy_ev=-41851.0333 homo_ev=-9.46 e_lumo_ha=0.001 relative_energy_ev=4.172 smiles=COC[C@H](C)N.COC[C@H](C)N.COC[C@H](C)N.COC[C@H](C)N.O.O.O.O.O
C 8.2886 0.2559 3.7607
C 8.3220 0.9066 2.3786
C 7.1452 0.4772 1.5132
O 7.1572 0.8384 0.1734
C 6.0422 0.4226 -0.5883
N 8.2741 2.3216 2.6031
H 8.1700 -0.8187 3.6215
H 7.3846 0.5424 4.2981
H 9.1719 0.4234 4.3771
H 9.1939 0.6051 1.7982
H 6.2490 0.8727 1.9913
H 7.0525 -0.6059 1.4346
H 5.7330 1.0635 -1.4141
H 5.1072 0.3658 -0.0310
H 6.3238 -0.5338 -1.0286
H 8.2182 2.6188 1.6394
H 7.3455 2.4591 2.9758
C 0.6005 4.2784 2.1426
C 1.9975 3.9812 2.6169
C 2.5442 5.0752 3.4639
O 2.8601 6.2653 2.7001
C 3.2251 7.4084 3.4712
N 1.8634 2.7538 3.4045
H -0.0785 4.4531 2.9772
H 0.0405 3.5522 1.5534
H 0.5536 5.2114 1.5811
H 2.6203 3.9029 1.7258
H 3.3304 4.7710 4.1548
H 1.8490 5.4069 4.2352
H 4.1235 7.2367 4.0642
H 2.3488 7.5590 4.1017
H 3.3894 8.3109 2.8826
H 2.5433 2.6597 4.1455
H 1.0147 2.8584 3.9421
C -4.5295 -4.1788 -6.4506
C -4.4382 -4.8296 -5.1065
C -4.8146 -6.3817 -5.2619
O -4.7396 -7.0773 -4.0973
C -5.1478 -8.4272 -4.2001
N -2.9845 -4.7569 -4.7357
H -4.2125 -3.1362 -6.4265
H -5.5365 -4.2457 -6.8625
H -3.8667 -4.5590 -7.2279
H -4.9516 -4.3306 -4.2846
H -4.2631 -6.8067 -6.1005
H -5.8792 -6.4802 -5.4740
H -6.2323 -8.5246 -4.2497
H -4.8869 -9.1073 -3.3892
H -4.8955 -8.9213 -5.1384
H -2.8892 -3.8093 -4.3995
H -2.8447 -5.2322 -3.8556
C -5.8346 0.2032 0.8080
C -5.1356 1.2790 1.6370
C -5.4935 2.6897 1.1362
O -5.0668 3.7012 2.0462
C -5.3764 5.0189 1.5312
N -5.6022 1.1395 3.0808
H -6.8973 -0.0137 0.9169
H -5.2099 -0.6779 0.6610
H -5.9337 0.4901 -0.2389
H -4.0484 1.2132 1.6796
H -6.5666 2.8723 1.0788
H -5.0786 2.9080 0.1521
H -5.1927 5.2237 0.4765
H -4.8034 5.7527 2.0980
H -6.4436 5.2208 1.6230
H -5.3243 2.0405 3.4430
H -6.6107 1.1082 3.1250
O 1.1349 -5.4921 0.4502
H 1.4545 -5.8808 1.2645
H 1.0602 -4.5576 0.6435
O 1.3914 0.4134 -5.0386
H 0.7520 0.2920 -4.3366
H 0.9035 0.2313 -5.8417
O -0.2316 -1.0921 -1.7084
H -0.4588 -1.0882 -0.7785
H 0.5716 -1.6104 -1.7570
O 0.2412 -1.9342 1.8774
H -0.4817 -2.1871 2.4516
H 0.6843 -1.2273 2.3467
O 1.9242 -4.3663 -3.5713
H 1.6841 -4.6766 -2.6981
H 1.0964 -4.0882 -3.9632

# 3
87
Properties=species:S:1:pos:R:3 method="wB97M-V/def2-TZVPD" total_energy_ev=-48927.2561 homo_ev=-8.92 e_lumo_ha=-0.002 relative_energy_ev=1.966 smiles="NC(N)=O.NC(N)=O.NC(N)=O.CCO.CCO.CCO.CCO.CCO.CO.CO.CO"
C 4.1560 13.1720 9.4740
C 3.6820 12.3540 10.6950
O 2.4070 11.8620 10.2410
H 5.1140 13.6430 9.6290
H 3.5010 14.0540 9.2850
H 4.1520 12.5090 8.5950
H 3.6710 12.9170 11.6500
H 4.3490 11.5440 10.7740
H 2.1290 11.1770 10.8420
C 3.6880 10.9900 17.5240
C 3.5210 12.5140 17.4580
O 2.5670 12.8840 18.5070
H 2.7730 10.4680 17.2980
H 3.9950 10.7050 18.4830
H 4.5410 10.6830 16.8940
H 3.2570 12.7530 16.4640
H 4.4700 13.1770 17.6660
H 2.6220 13.8360 18.5580
C 3.4250 6.3310 15.3700
C 3.3450 7.6900 14.6260
O 3.5430 8.7260 15.5960
H 4.5280 6.1090 15.5340
H 3.0030 5.4950 14.7960
H 2.9800 6.4530 16.3260
H 2.2950 7.7700 14.3410
H 3.9470 7.8040 13.7250
H 4.4580 8.6520 15.9490
C 5.0750 11.9060 14.3170
C 5.7390 10.5900 13.9440
O 5.1270 10.0030 12.8140
H 5.5070 12.2260 15.2280
H 4.0040 11.7880 14.4790
H 5.1910 12.6970 13.6030
H 5.6500 9.8320 14.6900
H 6.8140 10.7650 13.7830
H 4.2010 10.2610 12.8600
C -0.5300 10.3740 10.9480
C -1.3470 10.2310 12.2460
O -1.5770 11.5100 12.6360
H -1.1500 10.6540 10.0550
H -0.0480 9.5150 10.6630
H 0.1810 11.1920 11.0350
H -0.7670 9.6840 13.0030
H -2.2490 9.6970 12.0200
H -0.7440 11.9170 12.9290
C 1.5250 11.3320 13.8330
O 2.3160 10.7840 12.8070
N 0.7480 12.3840 13.6490
N 1.4930 10.9090 15.0650
H 0.8410 12.9690 12.8200
H 0.1240 12.7200 14.4280
H 2.1690 10.1170 15.2370
H 1.1120 11.4950 15.8120
C 1.4770 15.1630 11.5460
O 2.8650 15.3290 11.5790
N 0.6240 16.0720 11.9070
N 0.9430 13.9660 11.3800
H 0.9370 17.0350 12.1220
H -0.3910 15.9090 11.8610
H 1.5570 13.3010 10.9040
H -0.0200 13.8140 11.0770
C -0.0130 13.5360 16.2840
O 0.4260 14.7900 16.4730
N -1.0120 13.2340 15.4310
N 0.3980 12.4590 16.8230
H -1.3590 14.0100 14.8730
H -1.5760 12.3850 15.3890
H 1.1030 12.7240 17.4790
H -0.2980 11.7230 17.1460
C 2.3740 7.9050 10.3690
O 1.9150 8.1900 11.7140
H 2.7090 8.8420 9.9930
H 1.5170 7.4810 9.7860
H 3.2360 7.1610 10.4040
H 2.1780 9.0300 12.0620
C 2.9540 14.8720 14.7570
O 3.4140 15.9330 14.0310
H 3.2490 13.9650 14.2180
H 1.8600 14.8340 14.5790
H 3.2810 14.8890 15.8630
H 3.4080 15.7380 13.0880
C -0.1330 8.1150 16.2420
O -0.3650 8.9560 15.0930
H -0.8840 7.2970 16.3120
H -0.1360 8.6790 17.1490
H 0.8750 7.7160 16.2190
H 0.3330 9.6880 14.9850

# 4
95
Properties=species:S:1:pos:R:3 method="wB97M-V/def2-TZVPD" total_energy_ev=-78444.6401 s2=0.76 homo_ev="-11.28 / -11.28" e_lumo_ha="-0.079 / -0.312" charge=+1 spin_multiplicity=2
Hg -1.4163 0.6342 0.2256
B 0.2342 -1.0890 0.0204
H 0.4420 -0.6473 -0.9418
H 0.4387 -0.3446 0.7744
H -0.7966 -1.4045 0.0672
H 0.9686 -1.8754 0.1001
B -3.0739 0.1496 1.7533
H -3.9210 -0.2037 2.3206
H -3.0171 -0.6033 0.9824
H -3.3304 1.1190 1.3550
H -2.1813 0.2987 2.3408
C 1.5533 2.5679 5.2525
O 1.4423 2.1468 3.8661
P 0.6387 2.7700 2.5958
O -0.1722 1.7291 1.8745
O -0.1753 4.0452 3.2125
C -1.3732 4.0271 4.0917
O 1.8602 3.3426 1.6605
C 2.9197 4.1341 2.2611
H 2.4942 2.4165 5.7816
H 0.7726 2.2748 5.9544
H 1.3767 3.6424 5.2051
H -1.0807 3.6665 5.0778
H -2.0110 3.2365 3.6966
H -1.8675 4.9982 4.1175
H 3.8750 3.7015 1.9639
H 2.7770 4.2206 3.3383
H 2.9117 5.1658 1.9096
C -5.5651 -0.9163 -2.7926
O -4.5676 -0.0434 -3.2969
P -2.9478 -0.3318 -3.2042
O -2.2541 -0.1304 -1.8822
O -2.7597 -1.7550 -3.8441
C -1.5550 -2.5522 -3.9183
O -2.4316 0.6428 -4.4783
C -1.3677 0.4402 -5.3377
H -6.0448 -1.4065 -3.6398
H -6.4467 -0.5428 -2.2717
H -5.0826 -1.6791 -2.1815
H -1.7966 -3.5235 -3.4866
H -0.6443 -2.1826 -3.4469
H -1.3289 -2.6423 -4.9807
H -0.8552 1.4019 -5.3627
H -1.6118 0.1987 -6.3722
H -0.6704 -0.2731 -4.8982
C 2.9683 0.6298 -4.1133
C 3.1434 1.0551 -2.6579
O 2.4459 2.1579 -2.2896
O 1.8896 -0.3232 -4.1763
H 3.8655 0.0830 -4.4030
H 2.7375 1.4890 -4.7430
H 4.1794 1.3880 -2.5960
H 2.9847 0.1563 -2.0621
H 2.8833 2.8856 -2.7377
H 2.0680 -1.1308 -3.6888
C 1.4684 -3.6085 -2.1712
C 2.0538 -4.4670 -1.0039
O 3.4268 -4.0485 -0.7180
O 1.7412 -2.2405 -2.1030
H 0.4250 -3.7772 -2.4378
H 2.0113 -3.9099 -3.0671
H 2.1919 -5.5027 -1.3143
H 1.4227 -4.5124 -0.1163
H 3.3046 -3.0966 -0.7397
H 1.0544 -1.9063 -1.5214
C 3.6929 0.1286 2.1911
C 3.4053 -1.3841 2.2566
O 1.9724 -1.5416 2.5649
O 3.6962 0.6495 3.5150
H 3.1109 0.6678 1.4436
H 4.7074 0.1136 1.7929
H 4.1381 -1.8212 2.9348
H 3.7624 -1.8543 1.3404
H 1.5637 -1.4907 1.6977
H 2.7904 0.6567 3.8329
C -0.4268 3.1761 -1.8096
C -1.9363 3.3191 -1.6311
O -2.4862 2.7140 -0.4530
O 0.0223 1.9904 -1.1378
H 0.1527 3.9924 -1.3784
H 0.0064 3.0172 -2.7971
H -2.4454 2.8948 -2.4965
H -2.4377 4.2856 -1.6831
H -3.2159 3.2484 -0.1311
H 0.9376 1.8611 -1.3967
C -1.6326 -4.1808 3.2040
C -2.0637 -2.7088 3.4931
O -3.4883 -2.7308 3.3486
O -1.7730 -5.1099 4.3124
H -0.5759 -4.1840 2.9366
H -2.1478 -4.5967 2.3382
H -1.5983 -1.9495 2.8647
H -1.8286 -2.3330 4.4888
H -3.8256 -1.9012 3.0026
H -2.7015 -5.0733 4.5536